Record 1
12
Properties=species:S:1:pos:R:3:forces:R:3 method="wB97M-V/def2-TZVPD" e_above_lowest_kj_mol=0.00 lumo_ev=-1.011 max_force_ha_per_bohr=0.0925 charge=0 homo_ha=-0.21023 spin_multiplicity=1 molar_mass_da=101.94 gap_ev=4.71 e_tot_ha=-357.489623
O -0.443354 0.593698 0.654023 -0.2 -0.2 0.2
C 0.676273 0.027981 0.214176 -0.5 0.7 -0.3
C -1.707685 -0.079411 0.562915 0.2 -4.2 2.2
O 1.717559 0.714266 0.227494 0.5 -0.3 0.0
O 0.670630 -1.163909 -0.233906 0.6 -1.0 -0.5
C -2.329205 -0.169934 -0.716730 0.3 -0.4 -2.0
H -2.234907 0.063828 1.512024 0.1 1.1 -0.3
H -1.604124 -1.489391 0.962113 0.5 2.4 -0.5
H -2.294119 0.725273 -1.351454 -0.3 -0.2 0.4
H -3.270385 -0.737739 -0.687238 0.2 0.5 -0.1
Li -0.830166 -1.909391 -1.086543 -0.6 1.1 0.6
Li 2.610264 -0.854910 -0.544165 -0.8 0.5 0.4



Record 2
12
Properties=species:S:1:pos:R:3:forces:R:3 method="wB97M-V/def2-TZVPD" e_above_lowest_kj_mol=0.00 lumo_ev="-15.156 / -15.179" max_force_ha_per_bohr=0.0898 charge=+3 homo_ha="-0.73989 / -0.87464" spin_multiplicity=2 molar_mass_da=183.91 gap_ev="4.98 / 8.62" e_tot_ha=-387.083546
O -1.124965 0.041030 -0.548716 3.7 2.3 -1.2
C -2.279769 0.036124 0.267498 -1.3 0.0 2.5
C -3.123454 -1.140459 -0.057396 0.1 -0.2 0.0
H -1.941501 0.032621 1.381336 -0.8 0.0 -1.6
H -2.867240 0.960817 0.091180 0.1 -0.1 0.1
H -3.217730 -1.436238 -1.108623 -0.1 0.1 0.3
H -3.846944 -1.512647 0.667223 0.2 0.1 -0.2
Y 0.173892 1.730546 -0.746613 -2.2 -0.9 -0.4
O 1.615438 0.447515 0.220028 0.3 1.4 1.0
C 1.452544 -0.678586 0.528364 0.9 -4.2 -1.7
O 1.365963 -1.830402 0.449648 -0.3 2.3 1.3
Li -0.825283 -1.927452 -0.617600 -0.6 -0.7 -0.2



Record 3
12
Properties=species:S:1:pos:R:3:forces:R:3 method="wB97M-V/def2-TZVPD" e_above_lowest_kj_mol=18.48 lumo_ev="-8.866 / -9.097" max_force_ha_per_bohr=0.0623 charge=+2 homo_ha="-0.59017 / -0.66441" spin_multiplicity=2 molar_mass_da=135.36 gap_ev="7.19 / 8.98" e_tot_ha=-704.252549
O -0.363019 1.212308 1.064202 -1.2 -0.2 0.5
C 0.786788 1.373448 0.237671 0.4 -0.3 -0.1
C 1.374666 0.044905 -0.108781 -0.3 0.1 -0.1
O -1.529608 -3.569770 -2.232879 -1.0 0.7 0.9
C -1.785712 -2.768934 -1.455367 1.7 -1.8 -2.0
O -1.850008 -1.909766 -0.662729 -0.6 1.4 1.4
Na -0.742890 2.875521 2.864002 0.2 -0.1 -0.2
Mg -1.331639 -0.303791 0.479950 0.7 0.1 -0.4
H 1.548313 1.971987 0.775780 -0.2 -0.1 -0.2
H 0.523201 1.926140 -0.678265 0.2 0.0 0.2
H 1.203510 -0.801371 0.569968 0.3 0.2 -0.1
H 2.166397 -0.050678 -0.853552 -0.3 -0.1 0.2



Record 4
10
Properties=species:S:1:pos:R:3:forces:R:3 method="wB97M-V/def2-TZVPD" e_above_lowest_kj_mol=0.00 lumo_ev="-7.045 / -7.217" max_force_ha_per_bohr=0.0376 charge=+1 homo_ha="-0.43189 / -0.57923" spin_multiplicity=2 molar_mass_da=96.37 gap_ev="4.71 / 8.54" e_tot_ha=-466.998496
C -2.879067 -0.544839 -0.007594 1.7 -0.4 0.0
C -3.811237 0.583058 0.013703 0.0 0.7 0.0
H -2.997241 -1.212921 0.859437 0.1 0.2 -0.2
H -3.000402 -1.181064 -0.897622 0.1 0.2 0.2
H -4.104566 1.041367 0.958526 0.1 -0.2 -0.3
H -4.107077 1.076276 -0.912616 0.1 -0.2 0.3
C -1.286033 -0.177383 -0.008658 -1.9 -0.2 0.1
O -0.884867 1.023163 -0.000667 0.7 0.4 0.0
O -0.424436 -1.107796 -0.004628 0.8 -0.1 0.0
Mg 1.006290 0.310345 -0.003550 -1.6 -0.3 0.0



Record 5
11
Properties=species:S:1:pos:R:3:forces:R:3 method="wB97M-V/def2-TZVPD" e_above_lowest_kj_mol=144.76 lumo_ev="-5.114 / -5.227" max_force_ha_per_bohr=0.0887 charge=+1 homo_ha="-0.41660 / -0.52665" spin_multiplicity=7 molar_mass_da=143.00 gap_ev="6.22 / 9.10" e_tot_ha=-1493.038796
O -2.132038 0.571169 0.009282 0.1 1.2 -0.6
C -1.260723 1.139021 0.640485 -0.6 -1.6 4.2
C 0.113443 0.600996 0.812972 0.5 0.4 -2.0
H 0.834141 1.427635 0.727204 0.1 -0.4 0.2
H 0.215274 0.071355 1.771215 -0.2 0.3 -0.2
H -1.498454 1.690578 1.592357 -0.5 0.8 -1.3
Mn -1.559602 -0.751504 -1.537340 -0.3 -0.6 -0.8
O 0.252612 -0.309744 -0.305037 0.0 0.3 0.3
C 1.469476 -0.846611 -0.462788 1.0 -0.3 0.2
O 1.374913 -1.549057 -1.547255 -0.4 -0.1 0.0
H 2.190959 -2.043838 -1.701095 0.2 0.1 0.0



Record 6
9
Properties=species:S:1:pos:R:3:forces:R:3 method="wB97M-V/def2-TZVPD" e_above_lowest_kj_mol=703.87 lumo_ev="-0.483 / -1.388" max_force_ha_per_bohr=0.0351 charge=0 homo_ha="-0.32404 / -0.36022" spin_multiplicity=1 molar_mass_da=68.08 gap_ev="8.33 / 8.41" e_tot_ha=-225.957095
C 0.903474 0.390740 0.540241 0.5 -0.6 -0.3
C -0.142744 0.040430 -0.161804 -0.9 0.1 0.6
C -0.111653 1.431539 0.332614 1.1 0.7 -1.0
N -0.176506 2.674211 0.364948 0.7 -1.4 0.9
N -0.763675 -2.375874 -0.799421 -0.9 0.3 -0.5
H 1.944748 0.147736 0.723102 -0.2 0.3 0.5
H -0.862083 3.176604 -0.133081 -1.2 0.4 -0.5
H -1.019245 -3.000549 -0.036086 -0.2 0.1 0.5
H 0.227684 -2.484837 -0.830514 1.2 0.0 -0.2



Record 7
9
Properties=species:S:1:pos:R:3:forces:R:3 method="wB97M-V/def2-TZVPD" e_above_lowest_kj_mol=494.64 lumo_ev=0.698 max_force_ha_per_bohr=0.1279 charge=0 homo_ha=-0.33782 spin_multiplicity=1 molar_mass_da=68.08 smiles="C#C/C=N/N" gap_ev=9.89 e_tot_ha=-226.036788
C -2.693515 -0.202949 -0.141977 3.4 -1.8 1.3
C -1.410590 -0.087571 -0.159365 -5.7 2.1 -1.0
C -0.054094 0.560227 -0.313118 -4.7 2.2 2.5
N 0.701424 -0.400178 -0.361791 6.1 -2.3 0.4
N 2.132848 -0.210780 -0.182310 0.5 -1.0 2.4
H -3.667745 -0.801437 0.193721 2.6 1.9 -1.1
H 0.035576 1.673912 0.099725 0.3 -2.3 -1.3
H 2.579276 -1.087381 0.347726 -1.8 2.1 -1.9
H 2.376823 0.556157 0.517391 -0.9 -0.8 -1.3



Record 8
9
Properties=species:S:1:pos:R:3:forces:R:3 method="wB97M-V/def2-TZVPD" e_above_lowest_kj_mol=13.00 lumo_ev=0.936 max_force_ha_per_bohr=0.0208 charge=0 homo_ha=-0.32844 spin_multiplicity=1 molar_mass_da=68.08 smiles=c1c[nH]cn1 gap_ev=9.87 e_tot_ha=-226.220234
C -0.047986 -0.650756 1.043717 0.1 -0.8 -0.7
C 0.823880 0.258310 0.523684 0.4 -0.3 0.3
N 0.278889 0.663240 -0.658650 -0.6 0.0 -0.7
C -0.883818 -0.027051 -0.824438 -0.4 0.0 0.5
N -1.105304 -0.830393 0.173081 0.0 -0.1 0.6
H 0.102765 -1.367787 1.835784 -0.1 0.5 0.3
H 1.798252 0.569554 0.847666 0.0 0.1 0.0
H 0.678745 1.233554 -1.376307 0.3 0.3 0.1
H -1.645424 0.151330 -1.564536 0.4 0.1 -0.5



Record 9
9
Properties=species:S:1:pos:R:3:forces:R:3 method="wB97M-V/def2-TZVPD" e_above_lowest_kj_mol=63.38 lumo_ev=0.686 max_force_ha_per_bohr=0.0208 charge=0 homo_ha=-0.32209 spin_multiplicity=1 molar_mass_da=68.08 smiles="N#C/C=C/N" gap_ev=9.45 e_tot_ha=-226.201043
N 3.096515 -0.328018 -0.031939 -0.8 0.3 0.2
C 2.001968 0.049935 0.019929 1.0 -0.2 -0.2
C 0.666242 0.540820 0.011242 0.4 0.0 0.1
C -0.319690 -0.377354 0.033210 -0.5 0.1 -0.4
N -1.646046 -0.113444 -0.045520 0.1 0.6 0.1
H 0.567295 1.634399 -0.071731 -0.3 -0.7 0.1
H -0.114363 -1.434685 0.030847 0.4 -0.1 0.1
H -2.357776 -0.822677 -0.026947 0.2 0.1 0.1
H -1.894148 0.851025 0.080913 -0.5 -0.1 -0.1



Record 10
9
Properties=species:S:1:pos:R:3:forces:R:3 method="wB97M-V/def2-TZVPD" e_above_lowest_kj_mol=87.04 lumo_ev=0.719 max_force_ha_per_bohr=0.0995 charge=0 homo_ha=-0.32531 spin_multiplicity=1 molar_mass_da=68.08 smiles="N#C/C=C/N" gap_ev=9.57 e_tot_ha=-226.192031
N -3.009233 -0.360815 1.083698 4.5 -0.8 -1.1
C -1.844304 -0.450858 0.829042 -4.8 1.2 1.3
C -0.458807 -0.301973 0.629575 1.1 -1.0 0.9
C 0.107652 0.166114 -0.472347 0.2 1.7 -2.4
N 1.461120 0.366459 -0.626832 -1.1 0.6 -1.6
H 0.270268 -0.631693 1.391827 -0.9 0.0 -0.1
H -0.480115 0.588538 -1.342882 0.5 -0.8 1.2
H 1.874134 0.605255 -1.531776 -0.6 -0.2 0.8
H 2.079284 0.018974 0.039694 1.0 -0.6 1.1



Record 11
9
Properties=species:S:1:pos:R:3:forces:R:3 method="wB97M-V/def2-TZVPD" e_above_lowest_kj_mol=58.10 lumo_ev=1.065 max_force_ha_per_bohr=0.0108 charge=0 homo_ha=-0.34668 spin_multiplicity=1 molar_mass_da=68.08 smiles=c1cn[nH]c1 gap_ev=10.50 e_tot_ha=-226.203054
C 0.442692 -0.836659 -0.380962 0.1 0.1 0.0
C -0.966728 -0.684297 -0.339755 0.2 -0.4 -0.2
N -1.329035 0.439395 0.251117 0.1 0.3 0.0
N -0.165534 1.042682 0.553316 0.1 0.1 -0.1
C 0.912190 0.334214 0.162718 0.0 0.0 0.0
H 1.051131 -1.691033 -0.658685 -0.3 0.3 -0.3
H -1.707095 -1.308178 -0.827564 0.0 0.0 0.5
H -0.124405 1.912250 1.062472 -0.4 -0.1 -0.2
H 1.886784 0.791627 0.177343 0.2 -0.3 0.4



Record 12
10
Properties=species:S:1:pos:R:3:forces:R:3 method="wB97M-V/def2-TZVPD" e_above_lowest_kj_mol=185.82 lumo_ev=0.635 max_force_ha_per_bohr=0.0273 charge=0 homo_ha=-0.37610 spin_multiplicity=1 molar_mass_da=84.08 gap_ev=10.87 e_tot_ha=-301.416456
O -1.560258 2.771043 0.126224 -0.3 -1.3 -0.3
C -1.768250 1.679796 -0.109795 0.2 1.4 0.3
C -0.802664 -1.313090 -0.047119 0.1 0.0 -0.1
N 0.223543 -1.149811 -0.774469 -0.3 0.0 0.2
C 1.257598 -0.360566 -0.247151 0.1 0.2 0.1
N 1.026034 0.719534 0.379630 0.2 -0.3 -0.2
H -0.872159 -0.924932 0.975125 0.1 -0.1 -0.1
H -1.659298 -1.853115 -0.451065 0.1 0.1 0.0
H 2.254635 -0.744192 -0.488968 -0.1 0.1 0.1
H 1.900820 1.175337 0.637591 -0.1 0.0 0.0



What is the charge in the sixth record? 0